Entry 1:
Here is the molecule C7H10S at a distorted geometry from the Open Molecules 2025 dataset. Energies are from ωB97M-V/def2-TZVPD.

Geometry as XYZ:
```
18
Properties=species:S:1:pos:R:3:forces:R:3:mulliken_charge:R:1
C -1.069242 1.435172 -0.464564 -1.131 0.143 -1.274 -0.330
C -2.961204 -0.635437 -0.026884 -1.028 -0.965 -0.657 -0.799
C 2.518215 -1.336163 -0.424431 0.318 1.124 -3.008 -0.866
C -0.155397 -0.394586 0.897798 -0.790 -2.466 0.862 -0.839
C 0.120414 1.735085 -0.033295 1.884 1.154 -0.343 -0.468
C 0.929544 0.485328 0.426757 1.107 1.689 -1.408 0.242
C 1.801710 -0.215487 -0.746743 0.691 -1.081 1.841 -0.149
S -1.425598 -0.371758 -0.510523 -0.565 1.645 1.684 0.048
H -1.773293 2.154212 -0.896587 0.063 -0.517 0.150 0.400
H -3.564403 -0.336527 0.809744 0.825 0.745 0.686 0.273
H -3.650674 -1.111585 -0.720645 0.851 -0.329 -0.349 0.238
H 3.238677 -1.952743 -1.056189 -1.245 1.440 -0.083 0.226
H 2.531118 -1.845091 0.476185 -0.557 -0.212 2.291 0.293
H 0.169434 -1.459699 0.990272 -0.297 0.779 0.089 0.343
H -0.577351 -0.038393 1.881570 -0.003 -0.378 -1.252 0.394
H 0.515983 2.808387 -0.102477 -0.348 -1.817 0.381 0.280
H 1.530829 0.873913 1.272185 0.256 -0.801 -0.521 0.390
H 1.821230 0.205371 -1.772175 -0.032 -0.155 0.911 0.325
```
Forces are in eV/Å.

Properties
highest occupied orbital energy = -7.26 eV
HOMO-LUMO gap = 8.1992 eV


Entry 2:
Here is the molecule C7H10S2 at a distorted geometry from the Open Molecules 2025 dataset. Energies are from ωB97M-V/def2-TZVPD.

Geometry as XYZ:
```
19
Properties=species:S:1:pos:R:3:forces:R:3:mulliken_charge:R:1
C -1.274241 1.270712 0.500669 -2.277 0.254 1.199 -0.215
C 0.530979 1.959956 2.314967 -0.951 -1.105 1.560 -0.217
C 0.933414 -0.681752 -1.464966 2.305 0.976 -3.047 -0.720
C -0.028875 -1.811479 -1.187170 -0.179 -0.679 2.266 -0.409
C 0.944268 0.314405 -0.290028 -0.868 0.405 -3.510 -0.650
C -1.166119 -1.006934 -0.405564 0.618 -1.488 0.919 -0.887
C -0.532483 0.299516 -0.008540 -0.638 1.226 -0.243 0.335
S -0.573275 2.718069 1.194868 1.026 -0.311 0.106 -0.095
S 0.498206 0.393468 2.861173 0.413 1.196 -0.308 -0.244
H -2.381372 1.130935 0.837053 2.033 0.098 -1.093 0.300
H 1.121342 2.629126 2.940219 0.048 0.356 -0.586 0.362
H 2.009858 -0.872546 -1.880552 -1.791 -0.370 1.108 0.341
H 0.505042 -0.155235 -2.368286 0.229 -0.133 0.883 0.247
H -0.566245 -2.162980 -2.071774 0.874 -0.606 0.035 0.266
H 0.478424 -2.664672 -0.504239 -1.436 1.785 -1.734 0.260
H 1.424923 -0.103685 0.490210 1.540 -1.763 2.835 0.413
H 1.616490 1.199325 -0.517293 -1.697 -0.360 0.147 0.348
H -2.101921 -0.935328 -0.992399 0.618 0.295 0.235 0.337
H -1.438416 -1.520902 0.551652 0.133 0.225 -0.771 0.226
```
Forces are in eV/Å.

Properties
highest occupied orbital energy = -8.45 eV
HOMO-LUMO gap = 8.1992 eV


Entry 3:
Here is a cluster of 2 separate species, C7H10S2 in total at a distorted geometry from the Open Molecules 2025 dataset. Energies are from ωB97M-V/def2-TZVPD.

Geometry as XYZ:
```
19
Properties=species:S:1:pos:R:3:forces:R:3:mulliken_charge:R:1
C -0.278345 1.015240 -1.865490 -0.405 -0.268 -0.158 -0.689
C -0.327432 1.318644 -0.493020 -2.252 2.061 1.636 -0.234
C 0.103767 -0.295336 -2.020524 -0.591 1.945 -0.709 0.594
C -0.218622 0.280988 0.368094 1.853 -2.298 -1.288 0.459
C 0.323629 -1.747631 2.195391 -0.026 1.120 -0.147 -0.826
C -1.671145 0.089376 2.673707 -0.331 1.290 0.528 -0.686
C 0.191457 -1.050467 -3.278054 3.281 -0.091 0.904 -1.264
S 0.293038 -1.107687 -0.557882 -0.408 -0.075 0.140 -0.295
S -0.069237 -0.059304 2.079982 -0.812 -1.310 0.877 0.212
H -0.721992 1.642047 -2.677747 0.897 -0.483 0.864 0.310
H -0.793591 2.209495 -0.049393 0.632 0.170 -0.600 0.306
H -0.038824 -2.173857 3.155417 0.636 0.284 -0.962 0.224
H 1.074442 -2.153657 1.491112 -0.389 0.365 1.239 0.269
H -1.904565 -0.485676 3.621049 0.373 0.920 -1.249 0.329
H -2.019134 1.168112 2.536864 0.374 -1.610 0.555 0.206
H 0.403108 -1.985247 -2.833676 0.061 -1.938 -0.722 0.425
H -0.654315 -1.079366 -3.856496 -2.126 0.030 -1.271 0.350
H 1.088180 -0.816913 -3.897050 -0.681 0.178 0.391 0.278
H 1.172140 2.089743 2.395224 -0.087 -0.289 -0.028 0.032
```
Forces are in eV/Å.

Properties
highest occupied orbital energy (alpha / beta) = -7.47 / -6.82 eV
HOMO-LUMO gap (alpha / beta) = 6.7314 / 5.7797 eV


Entry 4:
Here is a structure of composition C7H11BBr3CrF2N4O18Rb at a distorted geometry from the Open Molecules 2025 dataset. Energies are from ωB97M-V/def2-TZVPD.

Geometry as XYZ:
```
48
Properties=species:S:1:pos:R:3:forces:R:3:lowdin_spin:R:1
Rb -4.380140 27.912110 -32.139430 0.372 -0.499 -0.174 0.002
Cr -6.378520 27.045340 -36.056620 2.007 0.119 -0.211 2.952
N -8.618550 24.682470 -36.352860 1.308 -1.244 -2.380 -0.015
O -9.681300 25.268910 -36.526940 -2.321 -0.413 -0.195 0.413
O -8.335760 23.556000 -36.714940 -1.233 0.819 0.878 0.083
O -7.751580 25.452740 -35.958680 2.576 1.285 1.546 0.188
N -8.961710 28.230050 -37.869380 -1.706 1.346 0.193 -0.011
O -8.938560 29.227740 -38.547690 0.478 -0.016 -0.424 0.071
O -7.981740 27.893120 -37.187730 2.155 -0.924 0.856 0.072
O -10.039660 27.624260 -37.720140 0.360 -0.946 0.207 0.269
N -3.769940 25.116000 -34.954150 -0.892 1.566 1.849 0.002
O -3.497570 25.332930 -33.781250 -0.234 0.742 0.858 0.006
O -4.904070 25.655180 -35.390720 -1.055 0.228 -1.650 -0.012
O -3.092430 24.440790 -35.636030 0.302 -0.953 -2.126 -0.008
N -3.924560 28.782280 -36.670820 2.846 1.162 -1.997 0.002
O -3.363680 28.220520 -35.808600 3.064 -1.852 3.689 -0.001
O -5.127540 28.631860 -36.731750 -8.125 -1.937 -0.728 -0.081
O -3.430420 29.465800 -37.528840 0.845 0.888 -0.610 -0.026
B -6.696700 28.040820 -34.217170 0.296 0.679 0.219 0.056
H -6.617250 28.809800 -34.969900 0.155 3.356 -2.190 0.020
H -5.760980 27.504300 -34.188230 3.417 -1.954 -0.061 0.017
H -6.857620 28.376700 -33.204480 -1.057 1.067 3.246 -0.005
H -7.454630 27.357450 -34.567570 -3.451 -2.762 -0.732 0.002
C -9.773210 25.787640 -32.142780 -0.048 -0.138 -1.461 0.000
C -9.280890 25.780830 -30.748010 -2.303 1.915 0.115 0.000
O -7.924840 25.910540 -30.918930 0.902 1.009 1.349 0.000
C -7.620990 25.382130 -32.118630 -0.431 -1.537 0.212 0.000
O -6.553040 25.130650 -32.519280 2.214 0.438 -0.335 0.001
O -8.731440 25.003410 -32.705000 -0.903 -0.761 -2.035 0.000
F -9.594090 24.632270 -30.146130 0.057 -1.236 0.724 0.000
H -9.637080 26.741490 -32.652430 -0.583 0.510 0.490 0.000
H -10.761770 25.384390 -32.362420 0.270 -0.219 0.283 0.000
H -9.794490 26.581960 -30.216500 0.870 0.261 0.593 0.000
C -7.211640 31.770860 -36.516990 -1.486 -0.888 -0.061 0.000
C -8.156000 32.898710 -36.825570 -1.200 -1.515 0.125 0.000
O -7.660130 33.388150 -38.049190 -1.564 0.411 -0.350 0.000
C -6.338850 33.206360 -38.019210 2.993 0.274 -1.192 0.000
O -5.494760 33.710350 -38.745920 -2.471 -1.201 1.870 0.000
O -6.074160 32.323070 -37.019410 3.359 0.816 -1.129 0.000
F -7.962020 33.826100 -35.920690 1.250 3.101 2.310 0.000
H -7.450460 30.876630 -37.092690 -0.224 -0.267 0.187 0.000
H -7.079580 31.550910 -35.457610 -0.248 0.098 -0.058 0.000
H -9.222470 32.766310 -36.643330 -0.256 -0.843 -1.875 0.000
C -10.364050 31.044280 -33.561140 -0.077 0.500 -0.666 0.000
Br -10.106460 32.980180 -33.917130 0.072 -1.135 0.365 0.000
Br -8.878170 30.211210 -32.558750 -1.046 0.631 -0.745 0.001
Br -10.781340 30.119520 -35.302590 0.465 0.498 1.457 0.000
H -11.255230 31.048450 -32.933530 0.282 -0.476 -0.234 0.000
```
Forces are in eV/Å.

Properties
highest occupied orbital energy (alpha / beta) = -9.96 / -10.07 eV
HOMO-LUMO gap (alpha / beta) = 6.3512 / 4.8071 eV
multiplicity = 5


Entry 5:
Here is a structure of composition C7H11Br2N2O3 at a distorted geometry from the Open Molecules 2025 dataset. Energies are from ωB97M-V/def2-TZVPD.

Geometry as XYZ:
```
25
Properties=species:S:1:pos:R:3:forces:R:3:mulliken_charge:R:1
C -1.239406 1.000928 -0.504376 -1.053 0.886 0.423 -0.072
C 0.499240 -1.473234 -0.215378 1.413 -1.310 -0.661 -0.894
C -1.600187 -0.249571 0.232923 -3.259 0.425 0.427 0.335
C 1.610249 -0.601222 0.250376 -0.032 -1.096 2.936 0.100
C 3.001187 0.270025 2.020942 -0.735 3.757 -2.596 -0.557
C -2.457398 1.841259 -0.923421 -0.180 1.082 -0.801 -0.800
C -2.817741 -0.937512 -0.604839 0.183 -0.746 2.732 -1.250
N -0.047540 1.449317 -0.499628 0.606 0.143 0.338 0.321
N -0.690419 -1.266782 0.493223 2.571 2.619 -2.139 0.825
O 0.555808 2.492543 -0.763608 -0.640 -0.731 -0.198 -0.470
O -1.189341 -2.145272 1.131714 -0.289 -4.330 4.552 -0.617
O 1.848157 -0.423317 1.494021 -2.195 -0.241 -1.102 -0.170
Br -3.596151 2.307101 0.618544 0.358 -0.096 0.019 -0.063
Br -3.166917 -2.879913 -0.109449 -0.575 1.206 -1.497 -0.113
H 0.350283 -1.320379 -1.292960 0.279 -0.078 0.072 0.341
H 0.830690 -2.579596 -0.040718 -0.409 1.753 -0.329 0.412
H -1.912986 -0.042921 1.284962 -0.422 0.642 -0.963 0.325
H 2.370624 -0.334165 -0.400484 1.387 0.993 -1.570 0.575
H 3.435766 -0.398670 2.646879 1.640 -1.802 1.688 0.286
H 2.773611 1.253117 2.521500 -0.651 -1.381 -0.155 0.281
H 3.539258 0.623026 1.131809 0.675 -0.595 0.403 0.332
H -3.230947 1.248330 -1.559594 1.956 1.433 0.621 0.351
H -2.096699 2.885936 -1.293007 -0.845 -2.210 0.107 0.402
H -2.397980 -0.792213 -1.552559 -0.442 -0.671 -2.006 0.716
H -3.821556 -0.542190 -0.412070 0.658 0.348 -0.300 0.401
```
Forces are in eV/Å.

Properties
total charge = +1
highest occupied orbital energy (alpha / beta) = -12.75 / -11.24 eV
HOMO-LUMO gap (alpha / beta) = 7.0551 / 5.0626 eV


Entry 6:
Here is the ion C7H11Br2O2S with charge -1 at a distorted geometry from the Open Molecules 2025 dataset. Energies are from ωB97M-V/def2-TZVPD.

Geometry as XYZ:
```
23
Properties=species:S:1:pos:R:3:forces:R:3:mulliken_charge:R:1
C -0.502911 1.779262 -1.239286 -0.102 0.242 0.215 -0.584
C 0.489486 1.865747 -0.082352 0.101 -0.108 -0.232 -0.781
C -1.729410 0.976665 -0.823148 0.076 -0.118 -0.189 -0.718
C 0.902004 0.466606 0.355413 -0.014 0.268 0.239 -0.717
C -1.326892 -0.431546 -0.398665 -0.192 0.061 0.186 -0.769
C -0.329749 -0.353518 0.757013 -0.047 0.181 -0.384 -0.095
C 0.097110 -1.727623 1.195999 1.274 -0.838 0.540 0.510
O 1.655586 -2.199789 -0.930180 0.045 0.182 -0.950 -0.502
O -0.297213 -2.862779 0.704545 -1.133 0.193 -0.105 -0.607
S 1.588394 -2.671830 0.437049 -0.640 -0.147 0.513 0.511
Br 4.155743 -3.047092 0.699662 0.620 0.148 0.185 -0.708
Br 0.281770 -1.777070 3.213855 -0.073 0.108 0.210 -0.288
H -0.802185 2.782321 -1.554413 0.029 0.014 -0.092 0.308
H -0.017893 1.287294 -2.086012 0.004 0.016 -0.079 0.323
H 1.371040 2.433852 -0.391465 -0.009 0.026 0.082 0.342
H 0.028640 2.393390 0.757049 -0.031 0.104 0.048 0.349
H -2.220282 1.484432 0.014751 -0.061 0.005 -0.021 0.328
H -2.446041 0.925831 -1.646596 -0.059 0.026 0.021 0.338
H 1.410031 -0.034931 -0.468344 0.038 -0.011 0.060 0.363
H 1.593792 0.519013 1.201211 0.002 -0.072 -0.051 0.320
H -2.207094 -0.997500 -0.079408 0.077 -0.054 -0.081 0.347
H -0.871002 -0.962750 -1.235405 0.014 -0.066 -0.019 0.275
H -0.822924 0.152017 1.598728 0.082 -0.159 -0.095 0.455
```
Forces are in eV/Å.

Properties
total charge = -1
highest occupied orbital energy = -4.65 eV
HOMO-LUMO gap = 7.7024 eV


Entry 7:
Here is a cluster of 2 separate species, C7H11BrN in total at a distorted geometry from the Open Molecules 2025 dataset. Energies are from ωB97M-V/def2-TZVPD.

Geometry as XYZ:
```
20
Properties=species:S:1:pos:R:3:forces:R:3:mulliken_charge:R:1
C 0.880387 1.366154 -1.307840 0.451 0.119 0.425 0.478
C 1.784746 1.450343 -0.518004 -0.852 -0.352 -0.562 -0.328
C 2.813307 1.472813 0.445707 0.546 0.090 0.469 -0.799
C -0.518648 -1.208792 0.751603 -0.065 0.036 -0.533 0.130
C 3.858828 0.650688 0.403257 -0.082 0.109 0.081 -0.618
C -1.989036 -1.147574 -1.166205 -0.276 -0.350 -1.161 -0.930
C -2.529030 0.032048 0.891205 -0.736 0.845 0.766 -0.951
N -1.611329 -0.831024 0.182472 1.263 -0.532 0.606 0.156
Br 0.801749 -2.230889 -0.035326 -0.360 0.200 0.211 0.024
H 0.148592 1.376574 -2.061210 -0.368 0.032 -0.427 0.458
H -0.318896 -0.893862 1.769474 -0.102 0.001 -0.020 0.368
H 2.708645 2.217894 1.225649 0.132 -0.013 0.059 0.304
H 3.970585 -0.079160 -0.381565 -0.010 -0.081 -0.158 0.272
H 4.639215 0.698384 1.143617 0.077 0.036 0.141 0.274
H -2.218201 -0.224655 -1.702273 0.081 0.005 0.114 0.393
H -1.206703 -1.688558 -1.693152 -0.034 0.094 0.128 0.284
H -2.897784 -1.754785 -1.154326 0.091 0.033 0.103 0.372
H -2.200503 1.070812 0.806480 0.025 -0.096 -0.095 0.363
H -3.521529 -0.049363 0.450889 0.111 -0.106 0.017 0.362
H -2.594399 -0.227046 1.949555 0.108 -0.068 -0.166 0.387
```
Forces are in eV/Å.

Properties
total charge = +1
highest occupied orbital energy = -12.42 eV
HOMO-LUMO gap = 7.6812 eV


Entry 8:
Here is a cluster of 2 separate species, C7H11BrO2 in total at a distorted geometry from the Open Molecules 2025 dataset. Energies are from ωB97M-V/def2-TZVPD.

Geometry as XYZ:
```
21
Properties=species:S:1:pos:R:3:forces:R:3:mulliken_charge:R:1
C 1.213305 -0.180692 0.815256 -0.428 3.127 -6.111 0.847
C -0.777913 1.877418 0.012069 0.720 1.125 0.610 -0.400
C -1.460431 1.220679 -1.084473 -2.137 -1.068 -1.825 -0.491
C -1.107795 0.455475 0.128074 2.049 -0.812 -0.723 -0.067
C 0.990984 -0.430840 2.190000 -2.099 0.385 2.586 -1.283
C 0.844516 -0.893243 -1.664819 -0.160 0.842 -0.358 -1.144
C 0.579414 -1.090536 -0.227615 -2.187 2.047 1.930 0.701
O 1.763906 0.822455 0.256180 0.032 -2.241 2.406 -0.698
O -0.117695 -2.161987 0.212682 2.315 0.350 1.608 -0.464
Br -2.287189 -0.371251 1.292740 -0.821 0.077 0.168 -0.117
H 0.202561 2.089979 -0.356166 1.048 0.133 0.863 0.200
H -1.248389 2.692599 0.552305 -0.090 -0.282 0.137 0.315
H -2.512036 1.488451 -1.213635 0.164 -0.385 -0.263 0.291
H -0.914170 1.005776 -2.032079 -0.558 0.517 0.753 0.239
H -0.111790 -0.653684 2.548945 2.155 0.724 -1.123 0.172
H 1.466113 0.328200 2.828875 -0.058 -0.567 -0.209 0.324
H 1.421775 -1.381992 2.181833 1.132 -1.878 1.424 0.416
H 1.737093 -0.252564 -1.733119 -0.660 0.210 -0.112 0.347
H 1.137830 -1.798257 -2.197906 -0.603 -0.239 0.076 0.432
H -0.096280 -0.367002 -2.067965 1.815 -1.154 -0.126 0.014
H -0.723814 -2.398988 -0.441181 -1.628 -0.912 -1.708 0.367
```
Forces are in eV/Å.

Properties
highest occupied orbital energy (alpha / beta) = -8.20 / -8.20 eV
HOMO-LUMO gap (alpha / beta) = 8.5125 / 8.5132 eV